Here is 2 unconnected molecules or ions with the total composition C3H7IN2O in a non-equilibrium geometry from the OMol25 dataset. Energies are from ωB97M-V/def2-TZVPD.

Each line ends with the Löwdin charge.
Geometry (Å):
C  0.066  0.358  2.132  -0.06
N  0.480  0.709  0.794  -0.05
N  0.891  -0.185  -0.106  -0.10
C  1.251  -0.144  -1.280  -0.66
I  1.216  1.560  -2.653  0.62
H  -0.965  0.131  2.352  0.07
H  0.381  1.050  2.868  0.07
H  0.566  -0.534  2.428  0.07
H  0.395  1.557  0.415  0.05
H  1.445  -1.063  -1.912  0.06
C  -1.528  -0.916  -1.252  -0.21
O  -1.988  -0.208  -0.437  0.01
H  -1.281  -0.455  -2.183  0.03
H  -0.931  -1.860  -1.164  0.09

Its charge is 0. The spin multiplicity is 1. The SMILES is CN/N=C\I.C=O. The value obtained for the molar mass is 214.01 g mol⁻¹. The HOMO-LUMO gap is 9.4 eV. The HOMO energy comes out at -0.3255 hartree. The max |F| comes out at 4.522 eV/Å. The LUMO energy comes out at 0.50 eV.